[1]
This record from the OMol25 dataset describes C18H21F2NO4S as an isolated structure in a non-equilibrium geometry. The level of theory is ωB97M-V with the def2-TZVPD basis set.

```
! RIJCOSX wB97M-V def2-TZVPD def2/J DEFGRID3
* xyz 0 1
C -7.5315 0.2175 2.0244
C -6.4703 0.5791 3.0002
N -5.4382 -0.2194 3.2346
F -5.4521 -1.6642 2.4356
C -4.4685 0.0024 4.1093
C -3.3735 -0.9823 4.3365
C -4.5007 1.1988 4.8091
C -5.5334 2.1154 4.6078
C -5.5583 3.4088 5.3661
C -6.5262 1.7790 3.6880
H -8.2579 1.0401 2.0457
H -7.1506 0.1270 0.9981
H -8.0573 -0.7101 2.2890
H -2.7290 -0.5606 5.1178
H -3.7462 -1.9550 4.6880
H -2.7587 -1.1496 3.4418
H -3.6941 1.3898 5.5182
H -6.4311 4.0081 5.0902
H -5.5966 3.2437 6.4500
H -4.6637 4.0122 5.1675
H -7.3705 2.4394 3.4818
C -8.2577 -1.8722 -1.7237
C -8.2326 -2.5212 -0.3628
O -6.8437 -2.5313 0.0817
C -6.6995 -3.2523 1.2172
C -5.2456 -3.2745 1.5170
F -4.9283 -4.0640 2.5677
S -4.1819 -3.4428 0.0390
C -2.6415 -3.9518 0.7718
C -1.8800 -3.0212 1.4760
C -0.7353 -3.4583 2.1536
C -0.3610 -4.8037 2.1248
C -1.1092 -5.7065 1.3751
C -2.2604 -5.2927 0.6964
O -4.6122 -4.5614 -0.7600
O -4.0033 -2.1088 -0.4947
O -7.5661 -3.7578 1.8969
H -9.2676 -1.4867 -1.9235
H -7.5365 -1.0483 -1.8123
H -8.0290 -2.6224 -2.4967
H -8.8520 -1.9710 0.3669
H -8.5775 -3.5662 -0.4222
H -2.1824 -1.9729 1.4799
H -0.1400 -2.7294 2.6986
H 0.5166 -5.1435 2.6846
H -0.8160 -6.7520 1.3021
H -2.8619 -5.9947 0.1224
*
```

Its highest occupied orbital energy is -7.36 eV. The electronic energy is -44952.2301 eV. Its LUMO energy is 0.410 eV.

[2]
This record from the OMol25 dataset describes C18H21F3IO4S as an isolated structure in a non-equilibrium geometry. The level of theory is ωB97M-V with the def2-TZVPD basis set.

```
! RIJCOSX wB97M-V def2-TZVPD def2/J DEFGRID3
* xyz -1 1
C -4.1316 1.8729 -3.0891
C -3.3198 2.5052 -1.9961
O -2.0356 1.8550 -2.0986
C -1.3832 1.9345 -0.9447
C -0.0777 1.0555 -0.9759
C 0.9769 2.2107 -1.0628
O 0.7887 3.3341 -0.6711
C 2.0432 1.8669 -2.0974
C 1.5632 0.5899 -2.7741
C 0.2605 0.1042 -2.1448
O -1.6876 2.6361 -0.0121
H -5.1082 2.3239 -3.1819
H -3.5993 1.9957 -4.0213
H -4.2682 0.8150 -2.8884
H -3.1027 3.5690 -2.1224
H -3.7345 2.3235 -0.9967
H 2.1679 2.6900 -2.8176
H 3.0448 1.7712 -1.6620
H 1.3679 0.8110 -3.8229
H 2.3220 -0.2037 -2.7439
H 0.4286 -0.9178 -1.7658
H -0.6081 0.1663 -2.8081
C 0.0649 -3.1660 3.2165
C 0.3305 -1.7086 2.7336
C -0.1822 -0.7534 3.7641
C 1.6733 -1.4071 2.1256
C 2.0054 -0.1475 1.6129
I 1.7061 1.7552 2.5598
C 2.7714 -0.0537 0.4513
C 3.4085 -1.1712 -0.0736
C 3.3911 -2.3423 0.6975
C 2.5236 -2.4576 1.7752
O -0.5335 -2.1161 1.7948
S -0.4106 0.0900 0.3430
C -2.3719 -0.6359 0.4322
F -3.1370 -0.0357 -0.4852
F -2.5659 -1.9494 0.2652
F -2.8148 -0.2825 1.6528
H 0.6025 -3.3423 4.1429
H -1.0139 -3.2392 3.3938
H 0.3363 -3.9134 2.4751
H 0.2945 -1.0046 4.7169
H 0.0138 0.2967 3.5283
H -1.2618 -0.8756 3.8100
H 2.8407 0.9118 0.0110
H 3.9719 -1.1599 -1.0099
H 4.0043 -3.2003 0.4370
H 2.4456 -3.4008 2.3269
*
```

As for the energy above the lowest of the compared OMol25 structures with the same formula, charge and spin: 0.00 kJ/mol. Its highest occupied orbital energy is -2.39 eV. The electronic energy is -54280.5298 eV. Its LUMO energy is 2.732 eV.

[3]
This record from the OMol25 dataset describes a single C18H21F3N2O4 molecule. The level of theory is ωB97M-V with the def2-TZVPD basis set.

```
! RIJCOSX wB97M-V def2-TZVPD def2/J DEFGRID3
* xyz 0 1
C -0.8253 -3.8388 2.4636
C -2.0410 -3.2845 1.7356
O -2.3363 -1.9465 2.1533
C -1.6360 -0.9641 1.5937
O -0.7688 -1.1469 0.7665
C -2.0429 0.3430 2.1614
C -2.2420 1.6233 1.3517
C -2.1690 1.8190 -0.1431
O -2.9057 2.6412 -0.6478
N -1.2786 1.0534 -0.8159
C -0.9268 1.1207 -2.1574
C -1.4678 2.0378 -3.0576
C -1.0516 2.0404 -4.3758
C -0.1009 1.1409 -4.8282
C 0.4355 0.2297 -3.9291
C 1.4592 -0.7780 -4.3630
F 0.9807 -2.0400 -4.3185
F 1.9008 -0.5929 -5.6144
F 2.5498 -0.7782 -3.5731
C 0.0304 0.2114 -2.6044
C -1.0639 1.4900 2.2682
C 0.3552 1.3864 1.7321
O 0.7615 2.0934 0.8372
N 1.0999 0.4841 2.4009
C 2.4741 0.1332 2.0419
C 2.5330 -0.3763 0.6032
C 3.3974 1.3312 2.2470
H -0.6780 -4.8767 2.1807
H -0.9713 -3.7821 3.5398
H 0.0642 -3.2744 2.1936
H -2.9394 -3.8550 1.9757
H -1.8719 -3.2890 0.6543
H -2.7452 0.2070 2.9769
H -3.0526 2.2428 1.7244
H -0.7577 0.3553 -0.2917
H -2.2065 2.7423 -2.7135
H -1.4751 2.7561 -5.0634
H 0.2226 1.1452 -5.8569
H 0.4584 -0.5042 -1.9180
H -1.0980 2.0624 3.1902
H 0.6536 -0.0640 3.1176
H 2.7674 -0.6721 2.7248
H 3.5222 -0.7680 0.3852
H 1.7995 -1.1656 0.4547
H 2.3186 0.4370 -0.0842
H 4.4199 1.0536 2.0078
H 3.3579 1.6726 3.2791
H 3.0905 2.1436 1.5951
*
```

As for the energy above the lowest of the compared OMol25 structures with the same formula, charge and spin: 11.81 kJ/mol. Its highest occupied orbital energy is -8.46 eV. The electronic energy is -38331.0881 eV. Its LUMO energy is 0.369 eV. Its SMILES is CCOC(=O)[C@@H]1[C@H](C(=O)Nc2cccc(C(F)(F)F)c2)[C@@H]1C(=O)NC(C)C.

[4]
This record from the OMol25 dataset describes C18H21FN3O4Ti as an isolated structure in a non-equilibrium geometry. The level of theory is ωB97M-V with the def2-TZVPD basis set.

```
! RIJCOSX wB97M-V def2-TZVPD def2/J DEFGRID3
* xyz -1 3
Ti -0.0427 -1.2071 -1.0564
N 0.3595 -0.6022 1.0050
C 1.5644 0.0579 1.5422
C 1.3941 0.6308 2.9440
C 0.6275 1.9522 3.0875
C -0.8861 1.9127 2.8735
N -1.2307 1.8131 1.4588
H 0.0831 -1.3600 1.6265
H -0.3655 0.1306 1.0669
H 1.8263 0.8625 0.8478
H 2.3806 -0.6648 1.5170
H 2.3993 0.7818 3.3508
H 0.9301 -0.1299 3.5845
H 1.0597 2.7025 2.4146
H 0.8121 2.3282 4.0986
H -1.3339 2.7888 3.3575
H -1.2978 1.0355 3.3817
H -1.0392 2.6727 0.9578
H -2.2050 1.5734 1.2937
O -4.0051 4.2111 -2.4929
C -2.8916 4.0989 -3.0383
O -2.3184 4.8326 -3.8674
C -2.0933 2.8451 -2.6213
C -0.7606 2.6958 -2.9812
C -0.0549 1.5873 -2.5589
N -0.6035 0.6172 -1.8137
C -1.9133 0.7380 -1.5131
C -2.6753 1.8290 -1.8694
C -2.5090 -0.4500 -0.7476
O -3.3338 -0.2594 0.1276
O -1.9954 -1.6084 -1.0898
H -0.3056 3.4639 -3.5913
H 0.9939 1.4537 -2.7999
H -3.7103 1.9116 -1.5682
F 2.1249 -4.4264 2.4741
C 1.8978 -3.9258 1.2230
C 0.7010 -4.1226 0.6062
C 0.4780 -3.5876 -0.6799
C 1.4957 -2.8487 -1.3585
C 1.2174 -2.1286 -2.5828
C 2.7460 -2.7347 -0.6673
C 2.9466 -3.2516 0.5830
H -0.0701 -4.6935 1.1087
H -0.4449 -3.8367 -1.1920
H 0.5091 -2.6028 -3.2624
H 2.0735 -1.6964 -3.0936
H 3.5623 -2.2261 -1.1687
H 3.9029 -3.1636 1.0837
*
```

As for the energy above the lowest of the compared OMol25 structures with the same formula, charge and spin: 0.00 kJ/mol. Its expectation value of S² is 2.012. Its highest occupied orbital energy (alpha / beta) is -3.36 / -5.03 eV. The electronic energy is -57503.2050 eV. Its LUMO energy (alpha / beta) is 2.372 / 2.359 eV.

[5]
This record from the OMol25 dataset describes C18H21IrN5O2 as an isolated structure in a non-equilibrium geometry. The level of theory is ωB97M-V with the def2-TZVPD basis set.

```
! RIJCOSX wB97M-V def2-TZVPD def2/J DEFGRID3
* xyz 4 6
N -0.1804 2.4075 -0.1385
C -0.1171 3.5234 -0.4743
C 0.0251 4.9257 -0.7101
H -0.9867 5.3770 -0.8232
H 0.6255 5.0700 -1.6449
H 0.5466 5.3771 0.1685
N 2.1768 -1.1996 -0.6405
C 3.0156 -1.8857 -1.0459
C 4.1448 -2.6798 -1.4665
H 4.6980 -2.1425 -2.2761
H 3.7686 -3.6605 -1.8272
H 4.7770 -2.8112 -0.5643
N -2.7680 -0.6421 -0.4071
C -3.6202 -1.4306 -0.4436
C -4.7651 -2.3090 -0.3730
H -4.5134 -3.1106 0.3590
H -4.9300 -2.7430 -1.3841
H -5.6422 -1.7127 -0.0310
Ir 0.4329 -0.0333 -0.1094
C -0.0861 -1.6085 0.7226
O -0.1412 -2.6014 1.3468
C 1.6518 0.6667 1.1891
O 2.5296 0.9756 1.9143
C 0.7099 1.3754 -2.3261
C -0.6700 1.4286 -2.1060
C -1.4077 0.2645 -2.0557
C -0.7938 -0.9684 -2.2576
C 0.5352 -1.0054 -2.6348
C 1.2861 0.1732 -2.6879
H 1.2926 2.2956 -2.3810
H -1.2385 2.3546 -2.1259
H -2.4820 0.4274 -2.0734
H -1.3952 -1.8782 -2.3467
H 0.9788 -1.9406 -3.0597
H 2.3030 0.1665 -3.1497
C 0.1795 2.7991 2.5498
C -0.8617 1.7769 2.3562
N -1.0082 0.6668 1.6161
C -2.0801 -0.0408 2.1294
C -2.7106 0.7292 3.1035
N -1.9285 1.8698 3.2085
H -0.2794 3.8093 2.5367
H 0.6624 2.6455 3.5398
H 0.9399 2.7687 1.7528
H -2.4201 -1.0125 1.7500
H -3.5658 0.5024 3.7095
H -2.0446 2.6367 3.8559
*
```

As for the energy above the lowest of the compared OMol25 structures with the same formula, charge and spin: 203.24 kJ/mol. Its expectation value of S² is 8.780. Its highest occupied orbital energy (alpha / beta) is -20.89 / -22.83 eV. The electronic energy is -33338.4445 eV. Its LUMO energy (alpha / beta) is -12.851 / -16.695 eV.